*A*
The following is a DFT calculation (ωB97M-V/def2-TZVPD) of C4H5FN2 in the gas phase.

Properties
- orbital gap (eV) = 10.295
- E_LUMO (eV) = 0.97
- E_HOMO (eV) = -9.33
- SMILES string = Cn1nccc1F
- spin multiplicity = 1

Each line ends with the natural charge from an NBO analysis.
CARTESIAN COORDINATES (ANGSTROEM)
C (-1.065, 0.696, 1.349)  -0.41
N (-0.291, 0.209, 0.220)  -0.20
N (-0.572, 0.611, -1.030)  -0.27
C (0.309, -0.015, -1.790)  -0.03
C (1.179, -0.842, -1.044)  -0.43
C (0.742, -0.663, 0.243)  0.54
F (1.164, -1.157, 1.393)  -0.29
H (-0.966, 1.802, 1.393)  0.22
H (-2.104, 0.446, 1.250)  0.22
H (-0.673, 0.290, 2.269)  0.22
H (0.294, 0.102, -2.834)  0.21
H (1.982, -1.480, -1.419)  0.24


*B*
The following is a DFT calculation (ωB97M-V/def2-TZVPD) of C4H5FN2 in the gas phase.

Properties
- orbital gap (eV) = 8.850
- E_LUMO (eV) = -0.51
- E_HOMO (eV) = -9.36
- SMILES string = C=N/N=C/C=C/F
- spin multiplicity = 1

Each line ends with the natural charge from an NBO analysis.
CARTESIAN COORDINATES (ANGSTROEM)
C (-1.138, 1.695, -1.996)  -0.09
N (-1.394, 0.773, -1.092)  -0.27
N (-0.250, 0.092, -0.632)  -0.29
C (-0.381, -0.196, 0.566)  0.07
C (0.329, -1.054, 1.363)  -0.32
C (1.694, -1.206, 1.050)  0.27
F (2.054, -2.556, 1.685)  -0.40
H (-0.021, 1.903, -2.488)  0.17
H (-1.981, 2.191, -2.496)  0.19
H (-1.211, 0.364, 1.223)  0.15
H (-0.224, -1.413, 2.300)  0.26
H (2.524, -0.593, 0.517)  0.24


*C*
The following is a DFT calculation (ωB97M-V/def2-TZVPD) of C4H5FN2 in the gas phase.

Properties
- orbital gap (eV) = 9.011
- E_LUMO (eV) = -0.17
- E_HOMO (eV) = -9.18
- SMILES string = F[C@H]1CN=CC=N1
- spin multiplicity = 1

Each line ends with the natural charge from an NBO analysis.
CARTESIAN COORDINATES (ANGSTROEM)
F (2.215, 0.321, -0.507)  -0.34
C (1.198, 0.201, 0.416)  0.31
C (0.020, 1.272, 0.116)  -0.31
N (-1.215, 0.721, -0.458)  -0.34
C (-1.365, -0.532, -0.565)  0.02
C (-0.307, -1.495, -0.119)  0.08
N (0.807, -1.167, 0.386)  -0.40
H (1.493, 0.328, 1.489)  0.17
H (-0.252, 1.699, 1.045)  0.21
H (0.367, 2.181, -0.612)  0.24
H (-2.210, -0.979, -1.120)  0.19
H (-0.750, -2.550, -0.072)  0.18


The structure with the greatest stability is *A*.


*A*
The following is a DFT calculation (ωB97M-V/def2-TZVPD) of 2 unconnected molecules or ions with the total composition C3H10N.

Properties
- net charge = +1
- orbital gap (eV) = 5.796
- E_LUMO (eV) = -6.02
- E_HOMO (eV) = -11.82
- spin multiplicity = 1

Each line ends with the natural charge from an NBO analysis.
CARTESIAN COORDINATES (ANGSTROEM)
C (-0.187, -1.503, -0.334)  0.00
H (0.238, -1.456, -3.365)  -0.03
H (0.112, -2.095, -1.171)  0.22
H (-1.018, -1.938, 0.214)  0.21
H (-0.086, -2.103, -3.576)  0.03
C (-0.214, 0.370, 1.299)  -0.29
C (0.273, -0.228, 0.055)  -0.64
N (-0.163, 1.852, 1.356)  -0.68
H (0.097, -0.005, 2.262)  0.21
H (1.364, -0.165, 0.045)  0.36
H (0.106, 0.448, -0.817)  0.31
H (-1.003, 2.271, 1.768)  0.44
H (0.638, 2.265, 1.833)  0.42
H (-0.157, 2.289, 0.429)  0.42


*B*
The following is a DFT calculation (ωB97M-V/def2-TZVPD) of 2 unconnected molecules or ions with the total composition C3H10N.

Properties
- net charge = +1
- orbital gap (eV) = 9.480
- E_LUMO (eV) = -4.14
- E_HOMO (eV) = -13.62
- spin multiplicity = 1

Each line ends with the natural charge from an NBO analysis.
CARTESIAN COORDINATES (ANGSTROEM)
N (1.560, 0.892, -1.578)  -0.94
H (1.256, 0.389, -2.479)  0.47
H (1.496, 1.971, -1.608)  0.48
H (2.559, 0.566, -1.384)  0.46
H (1.029, 0.473, -0.752)  0.48
C (-1.009, -1.579, 1.091)  -0.68
C (-0.408, -0.230, 1.067)  -0.16
C (-0.894, 0.844, 0.278)  -0.46
H (-1.931, -1.626, 1.728)  0.27
H (-0.101, -2.246, 1.475)  0.23
H (-1.306, -1.997, -0.003)  0.22
H (0.043, 0.065, 2.013)  0.21
H (-0.738, 1.784, 0.707)  0.22
H (-1.555, 0.693, -0.553)  0.21


The structure with the greatest stability is *B*.


*A*
The following is a DFT calculation (ωB97M-V/def2-TZVPD) of 2 unconnected molecules or ions with the total composition H2N3O2S.

Properties
- net charge = -1
- orbital gap (spin up / spin down) (eV) = 7.415 / 6.668
- E_LUMO (spin up / spin down) (eV) = 3.30 / 3.22
- E_HOMO (spin up / spin down) (eV) = -4.12 / -3.45
- spin multiplicity = 1

Each line ends with the natural charge from an NBO analysis.
CARTESIAN COORDINATES (ANGSTROEM)
N (-1.522, -1.415, 1.403)  -0.61
N (1.109, 0.103, -0.591)  0.07
N (0.656, 1.161, -1.276)  0.08
O (0.489, -0.253, 0.441)  -0.44
O (-0.521, 1.534, -1.296)  -0.45
S (1.849, 1.822, -2.209)  -0.23
H (-0.856, -2.190, 1.412)  0.29
H (-1.204, -0.762, 2.116)  0.30


*B*
The following is a DFT calculation (ωB97M-V/def2-TZVPD) of a molecular structure, H2N3O2S.

Properties
- net charge = -1
- orbital gap (eV) = 7.773
- E_LUMO (eV) = 4.25
- E_HOMO (eV) = -3.52
- spin multiplicity = 1

Each line ends with the natural charge from an NBO analysis.
CARTESIAN COORDINATES (ANGSTROEM)
N (-1.985, 0.168, 0.110)  0.26
N (-2.551, 1.080, 0.413)  -0.15
N (-1.662, -0.932, -0.301)  -0.59
O (0.820, 0.017, -1.054)  -1.06
O (2.781, 0.973, -0.056)  -1.03
S (1.414, 0.527, 0.189)  1.43
H (1.802, -0.874, 1.247)  -0.29
H (-0.619, -0.958, -0.548)  0.43


The structure with the greatest stability is *B*.


*A*
The following is a DFT calculation (ωB97M-V/def2-TZVPD) of 2 unconnected molecules or ions with the total composition C3H5N2O.

Properties
- net charge = +1
- orbital gap (spin up / spin down) (eV) = 6.316 / 6.318
- E_LUMO (spin up / spin down) (eV) = -8.21 / -8.21
- E_HOMO (spin up / spin down) (eV) = -14.53 / -14.53
- spin multiplicity = 1

Each line ends with the natural charge from an NBO analysis.
CARTESIAN COORDINATES (ANGSTROEM)
C (2.037, 0.629, 0.308)  -0.14
C (1.975, -0.635, -0.321)  0.14
C (-2.711, -0.004, 0.002)  0.12
N (0.774, 1.004, 0.490)  -0.15
N (0.032, 0.059, 0.230)  0.05
O (0.689, -0.933, -0.413)  -0.24
H (2.886, 1.249, 0.497)  0.26
H (2.829, -1.332, -0.698)  0.27
H (-3.229, 0.652, 0.636)  0.20
H (-2.828, 0.373, -1.064)  0.24
H (-2.454, -1.063, 0.333)  0.25


*B*
The following is a DFT calculation (ωB97M-V/def2-TZVPD) of 2 unconnected molecules or ions with the total composition C3H5N2O.

Properties
- net charge = +1
- orbital gap (eV) = 10.907
- E_LUMO (eV) = -3.97
- E_HOMO (eV) = -14.88
- spin multiplicity = 1

Each line ends with the natural charge from an NBO analysis.
CARTESIAN COORDINATES (ANGSTROEM)
C (0.317, -0.552, -0.467)  0.67
C (-1.846, 2.943, 2.087)  0.88
C (1.164, -1.709, -0.473)  -0.75
N (-2.516, 3.501, 2.866)  -0.67
N (-0.334, 0.383, -0.596)  -0.42
O (-1.345, 2.430, 1.135)  -0.63
H (1.507, -1.537, 0.544)  0.30
H (1.907, -1.658, -1.288)  0.32
H (0.647, -2.638, -0.366)  0.31
H (-2.520, 3.530, 3.863)  0.44
H (-0.943, 1.267, -0.411)  0.55


The structure with the greatest stability is *B*.


*A*
The following is a DFT calculation (ωB97M-V/def2-TZVPD) of 2 unconnected molecules or ions with the total composition C2H4NO3.

Properties
- net charge = -1
- orbital gap (eV) = 9.009
- E_LUMO (eV) = 4.14
- E_HOMO (eV) = -4.87
- spin multiplicity = 1

Each line ends with the natural charge from an NBO analysis.
CARTESIAN COORDINATES (ANGSTROEM)
C (-1.671, 1.253, 0.002)  0.52
N (-1.295, 0.001, 0.295)  -0.86
O (-2.780, 1.656, -0.328)  -0.68
H (-0.836, 1.976, 0.088)  0.08
H (-0.237, -0.220, 0.166)  0.46
H (-2.008, -0.595, 0.675)  0.37
O (0.988, -0.726, -0.426)  -0.81
C (2.199, -0.994, -0.187)  0.65
O (2.705, -1.718, 0.665)  -0.74
H (2.935, -0.633, -0.950)  0.00


*B*
The following is a DFT calculation (ωB97M-V/def2-TZVPD) of a gas-phase ion, C2H4NO3 (charge -1).

Properties
- net charge = -1
- orbital gap (eV) = 8.086
- E_LUMO (eV) = 4.43
- E_HOMO (eV) = -3.66
- SMILES string = CN(O)C(=O)[O-]
- spin multiplicity = 1

Each line ends with the natural charge from an NBO analysis.
CARTESIAN COORDINATES (ANGSTROEM)
C (-0.991, 0.077, 0.678)  -0.44
N (0.410, -0.021, 0.567)  -0.29
O (0.830, -1.376, 0.468)  -0.65
C (0.865, 0.760, -0.909)  0.89
O (1.703, 0.147, -1.548)  -0.76
O (0.288, 1.825, -1.031)  -0.74
H (-1.586, 0.514, -0.085)  0.19
H (-1.493, -0.933, 0.627)  0.17
H (-1.290, 0.570, 1.608)  0.16
H (1.264, -1.564, -0.375)  0.47


The structure with the greatest stability is *A*.


*A*
The following is a DFT calculation (ωB97M-V/def2-TZVPD) of C5H8FN in the gas phase.

Properties
- orbital gap (eV) = 9.201
- E_LUMO (eV) = 1.21
- E_HOMO (eV) = -7.99
- spin multiplicity = 1

Each line ends with the natural charge from an NBO analysis.
CARTESIAN COORDINATES (ANGSTROEM)
C (-0.614, 0.852, 0.899)  -0.46
C (0.666, 0.315, 1.455)  -0.35
C (-0.561, 0.921, -0.635)  -0.42
C (0.900, -1.130, -0.256)  -0.07
C (0.026, -0.381, -1.136)  0.43
N (-0.415, -1.594, -0.494)  -0.64
F (0.223, -0.412, -2.497)  -0.35
H (-1.437, 0.195, 1.189)  0.22
H (-0.821, 1.855, 1.291)  0.22
H (1.559, 0.899, 1.309)  0.19
H (0.628, -0.292, 2.340)  0.20
H (-1.559, 1.074, -1.051)  0.22
H (0.085, 1.735, -0.975)  0.21
H (1.843, -1.615, -0.369)  0.21
H (-0.522, -2.422, -1.070)  0.38


*B*
The following is a DFT calculation (ωB97M-V/def2-TZVPD) of C5H8FN in the gas phase.

Properties
- orbital gap (eV) = 9.749
- E_LUMO (eV) = 0.98
- E_HOMO (eV) = -8.76
- SMILES string = FC1C[C@H]2N[C@@H]2C1
- spin multiplicity = 1

Each line ends with the natural charge from an NBO analysis.
CARTESIAN COORDINATES (ANGSTROEM)
F (2.084, -0.195, -0.887)  -0.37
C (1.316, 0.094, 0.228)  0.21
C (0.330, 1.291, -0.124)  -0.44
C (-1.050, 0.626, -0.013)  -0.10
N (-2.084, -0.140, -0.666)  -0.50
C (-0.742, -0.688, -0.536)  -0.13
C (0.378, -1.178, 0.389)  -0.43
H (1.945, 0.326, 1.090)  0.17
H (0.576, 2.089, 0.692)  0.22
H (0.559, 1.560, -1.236)  0.24
H (-1.231, 0.638, 1.097)  0.15
H (-2.569, -0.506, 0.100)  0.35
H (-0.377, -0.576, -1.595)  0.19
H (0.817, -2.061, 0.001)  0.23
H (0.047, -1.280, 1.461)  0.21


The structure with the greatest stability is *A*.